[1]
C35H33BrIrN2O2Si as an isolated structure in a non-equilibrium geometry. Source: the Open Molecules 2025 dataset; level of theory: ωB97M-V with the def2-TZVPD basis set.

```
75
Properties=species:S:1:pos:R:3
Ir 1.095 -0.252 -0.651
C 1.208 2.414 3.486
C 0.962 1.020 2.901
C 0.821 -0.016 4.009
C 2.036 0.689 1.883
C 1.998 1.372 0.620
C 2.991 1.120 -0.350
C 4.112 0.287 -0.012
C 5.223 0.116 -1.011
C 4.153 -0.295 1.218
C 3.103 -0.117 2.151
H 0.418 2.678 4.192
H 1.229 3.179 2.708
H 2.163 2.440 4.014
H 0.004 1.050 2.357
H 1.698 -0.034 4.658
H 0.675 -1.019 3.605
H -0.037 0.225 4.635
H 1.335 2.208 0.506
H 3.062 1.743 -1.233
H 4.891 -0.466 -1.874
H 6.075 -0.393 -0.565
H 5.560 1.082 -1.392
H 5.005 -0.908 1.488
H 3.166 -0.618 3.109
O -0.009 -3.252 -2.243
C -0.785 -2.740 -1.499
N -0.592 -1.441 -0.888
C -1.672 -1.164 -0.204
O -1.860 -0.005 0.412
C -2.671 -2.246 -0.226
C -3.908 -2.376 0.362
C -4.603 -3.557 0.102
C -4.069 -4.543 -0.723
C -2.813 -4.394 -1.316
C -2.129 -3.234 -1.041
H -4.322 -1.607 1.000
H -5.576 -3.711 0.546
H -4.640 -5.442 -0.906
H -2.397 -5.154 -1.963
C -3.196 1.486 -4.546
C -3.890 0.933 -3.479
C -3.317 0.907 -2.218
C -2.039 1.432 -2.012
C -1.349 1.981 -3.097
C -1.927 2.013 -4.356
Si -1.271 1.416 -0.348
C -1.665 2.788 0.798
C -0.998 4.012 0.663
C -1.299 5.078 1.496
C -2.273 4.932 2.474
C -2.943 3.726 2.619
C -2.641 2.658 1.787
H -3.646 1.506 -5.530
H -4.881 0.524 -3.630
H -3.877 0.486 -1.391
H -0.348 2.378 -2.965
H -1.386 2.442 -5.189
H 0.272 1.408 -0.625
H -0.235 4.141 -0.099
H -0.777 6.018 1.383
H -2.511 5.762 3.126
H -3.702 3.617 3.382
H -3.167 1.719 1.914
Br 2.342 -1.018 -3.364
C 2.672 -2.254 -1.998
C 3.303 -3.449 -2.271
C 3.464 -4.355 -1.236
C 3.003 -4.032 0.030
C 2.404 -2.806 0.226
N 2.235 -1.923 -0.770
H 3.639 -3.662 -3.274
H 3.944 -5.306 -1.421
H 3.112 -4.714 0.860
H 2.047 -2.486 1.194
```

Calculated values
Orbital gap ... 6.0 eV
DFT total energy ... -4581.21700 hartree
Net charge ... +1
Multiplicity ... 1
HOMO energy ... -9.61 eV
Energy relative to the best compared isomer or geometry (same formula, charge and spin) ... 6.5 kcal per mole
E_LUMO ... -3.6 eV



[2]
C35H33ClInN4S2Si2 as an isolated structure in a non-equilibrium geometry. Source: the Open Molecules 2025 dataset; level of theory: ωB97M-V with the def2-TZVPD basis set.

```
78
Properties=species:S:1:pos:R:3
C -2.229 -1.327 4.763
C -2.897 -1.069 3.540
C -2.583 -2.153 2.628
H -3.619 -0.273 3.359
C -1.813 -3.103 3.369
C -1.583 -2.584 4.661
H -1.102 -3.106 5.489
H -2.293 -0.724 5.666
H -2.995 -2.288 1.615
H -1.526 -4.100 3.022
In -0.843 -0.175 1.715
Si -0.968 -0.491 -1.536
C -0.700 1.038 -2.625
C 0.216 0.955 -3.696
H 0.929 0.121 -3.756
C 0.232 1.896 -4.734
H 0.990 1.819 -5.537
C -0.686 2.949 -4.685
H -0.678 3.706 -5.479
C -1.595 3.062 -3.620
H -2.287 3.913 -3.571
C -1.577 2.130 -2.582
H -2.256 2.275 -1.738
C -0.961 -1.730 -3.036
C -1.762 -1.545 -4.180
H -2.627 -0.895 -4.131
C -1.440 -2.118 -5.415
H -1.991 -1.814 -6.309
C -0.402 -3.055 -5.528
H -0.195 -3.576 -6.464
C 0.318 -3.383 -4.379
H 1.072 -4.181 -4.372
C 0.025 -2.711 -3.187
H 0.674 -2.977 -2.366
H -2.287 -0.442 -0.870
Si 2.780 0.819 -1.971
C 2.088 -0.839 -1.346
C 0.736 -0.899 -0.712
H 0.641 0.111 -0.188
C 0.295 -2.134 -0.037
H -0.715 -2.232 0.444
C 1.008 -3.312 -0.219
H 0.518 -4.298 -0.080
C 2.317 -3.246 -0.738
H 2.895 -4.180 -0.849
C 2.848 -2.029 -1.218
H 3.901 -1.993 -1.530
C 2.185 2.604 -1.642
C 1.302 2.992 -0.605
H 1.266 2.403 0.313
C 0.412 4.067 -0.719
H -0.426 4.184 -0.008
C 0.607 4.980 -1.765
H -0.121 5.781 -1.915
C 1.703 4.819 -2.615
H 1.982 5.646 -3.282
C 2.388 3.601 -2.619
H 3.055 3.401 -3.441
H 4.177 0.695 -1.961
Cl 1.484 0.575 1.829
N -2.169 3.032 2.938
C -1.565 2.364 3.938
N -0.885 1.256 3.786
C -0.233 0.921 4.975
C -0.588 1.709 6.060
S -1.644 2.955 5.581
C 0.581 -0.262 5.038
C 1.157 -0.829 6.173
S 1.785 -2.397 5.852
C 1.540 -2.082 4.154
N 0.761 -1.049 3.905
N 2.065 -2.911 3.225
H -2.591 3.917 3.179
H -1.852 2.852 1.992
H -0.252 1.530 7.075
H 1.108 -0.407 7.173
H 2.756 -3.590 3.533
H 2.143 -2.570 2.269
```

Calculated values
Orbital gap (spin up / spin down) ... 4.8 / 4.7 eV
DFT total energy ... -3597.80841 hartree
Net charge ... +1
Multiplicity ... 1
HOMO energy (spin up / spin down) ... -9.28 / -9.23 eV
Energy relative to the best compared isomer or geometry (same formula, charge and spin) ... 38.5 kcal per mole
E_LUMO (spin up / spin down) ... -4.5 / -4.6 eV



[3]
C35H33ClN4Si2Tc as an isolated structure in a non-equilibrium geometry. Source: the Open Molecules 2025 dataset; level of theory: ωB97M-V with the def2-TZVPD basis set.

```
76
Properties=species:S:1:pos:R:3
C 0.796 0.956 0.737
C 0.828 -0.186 1.611
C 1.700 -1.166 1.029
H 0.318 -0.266 2.561
C 2.195 -0.647 -0.203
C 1.676 0.675 -0.374
H 1.934 1.367 -1.166
H 0.304 1.902 0.930
H 1.967 -2.121 1.463
H 2.878 -1.145 -0.878
Tc 0.032 -0.690 -0.287
Si -0.700 -4.567 -1.033
C -1.395 -4.316 0.717
C -2.753 -4.640 0.804
H -3.322 -4.833 -0.109
C -3.369 -4.773 2.050
H -4.415 -5.075 2.099
C -2.655 -4.509 3.224
H -3.141 -4.612 4.197
C -1.329 -4.079 3.138
H -0.767 -3.829 4.041
C -0.705 -3.959 1.888
H 0.323 -3.588 1.863
C 1.245 -4.401 -0.748
C 1.919 -4.920 0.386
H 1.368 -5.307 1.246
C 3.317 -5.004 0.439
H 3.805 -5.463 1.306
C 4.083 -4.493 -0.609
H 5.171 -4.581 -0.590
C 3.447 -3.838 -1.668
H 4.040 -3.388 -2.470
C 2.050 -3.763 -1.710
H 1.595 -3.212 -2.531
H -0.535 -1.929 0.602
Si -0.042 -6.849 -0.722
C 1.356 -7.714 -1.530
C 1.912 -8.869 -0.934
H 1.347 -9.398 -0.166
C 3.193 -9.290 -1.296
H 3.633 -10.157 -0.804
C 3.911 -8.602 -2.278
H 4.915 -8.922 -2.544
C 3.331 -7.515 -2.939
H 3.882 -6.982 -3.714
C 2.041 -7.107 -2.611
H 1.571 -6.275 -3.140
C -1.004 -7.854 0.499
C -0.566 -7.784 1.839
H 0.323 -7.196 2.085
C -1.278 -8.438 2.844
H -0.930 -8.369 3.873
C -2.422 -9.180 2.532
H -2.957 -9.712 3.322
C -2.876 -9.233 1.209
H -3.775 -9.801 0.970
C -2.185 -8.568 0.191
H -2.552 -8.582 -0.838
H -1.836 -4.798 -1.924
Cl -0.897 -2.588 -2.070
N -3.704 1.038 0.307
C -3.708 0.330 1.509
C -2.574 -0.420 1.543
N -1.872 -0.176 0.357
C -2.579 0.682 -0.382
C -1.971 1.077 -1.617
N -0.770 0.545 -1.840
C -0.307 1.033 -3.067
C -1.258 1.872 -3.569
N -2.300 1.909 -2.648
H -4.414 1.685 -0.025
H -4.479 0.438 2.251
H -2.208 -1.119 2.283
H 0.641 0.745 -3.488
H -1.269 2.456 -4.467
H -3.163 2.440 -2.719
```

Calculated values
Orbital gap (spin up / spin down) ... 4.2 / 5.6 eV
DFT total energy ... -2691.92286 hartree
Net charge ... +2
Multiplicity ... 4
HOMO energy (spin up / spin down) ... -10.32 / -13.04 eV
Energy relative to the best compared isomer or geometry (same formula, charge and spin) ... 0.0 kcal per mole
E_LUMO (spin up / spin down) ... -6.1 / -7.4 eV